1.
The following is a quantum chemistry calculation of C15H27N2O4P2Sr as an isolated structure at a distorted geometry, from OMol25.

The geometry in XYZ format:
```
51
Properties=species:S:1:pos:R:3
Sr 0.1430 0.3210 0.3713
P -2.4441 1.1506 0.6857
C -3.3465 -0.2178 -0.1329
C -2.7231 -0.7490 -1.4368
N -1.3760 -0.6686 -1.5916
C -0.8218 -1.1926 -2.7161
C -1.5896 -1.7930 -3.7253
C -2.9766 -1.8881 -3.5505
C -3.5527 -1.3662 -2.3844
C 0.6985 -1.0487 -2.9253
P 1.7241 -0.9837 -1.4088
H -4.6335 -1.4238 -2.1926
H -1.0871 -2.1760 -4.6253
H -3.5994 -2.3603 -4.3139
H 1.1312 -1.9099 -3.4590
H 0.9125 -0.0965 -3.4562
H -3.3792 -1.0365 0.6256
H -4.3379 0.2311 -0.3026
H -0.3481 -3.7190 2.8168
O -1.2592 -4.0270 2.9875
H -1.2162 -4.9787 2.7855
H 3.4934 -2.6152 2.1820
O 3.4309 -3.4246 2.7232
H 4.3199 -3.4971 3.1183
C 2.0545 -2.7034 -0.8769
H 2.6068 -3.1346 -1.7311
H 2.6340 -2.7079 0.0759
H 1.0808 -3.2093 -0.6918
C 3.3025 -0.1343 -1.7696
H 3.9023 -0.0699 -0.8313
H 3.7714 -0.7667 -2.5482
H 3.0767 0.9016 -2.1164
C -2.8684 2.7175 -0.1537
H -3.9603 2.8072 -0.0134
H -2.2814 3.5475 0.2972
H -2.5751 2.6362 -1.2224
C -2.9373 1.2103 2.4484
H -2.3539 2.0104 2.9623
H -4.0254 1.4131 2.4158
H -2.6849 0.2292 2.9175
O 2.2413 0.7261 2.9367
C 2.1546 1.8170 2.3849
C 2.7845 3.1517 2.6966
C 2.2741 4.1184 1.6075
C 1.3728 3.2947 0.7266
O 0.7151 3.5878 -0.2751
N 1.3863 2.0252 1.2571
H 2.4824 3.4766 3.6951
H 3.8725 3.0554 2.6700
H 1.7109 4.9460 2.0446
H 3.1007 4.5237 1.0193
```

**Gap between HOMO and LUMO**: 8.611 eV
**Lowest unoccupied orbital energy**: -0.103 Ha
**Net charge**: +1
**Maximum force**: 1.8 eV/Å
**Energy above the lowest of the compared OMol25 structures with the same formula, charge and spin**: 0.000 eV

=====

2.
The following is a quantum chemistry calculation of a 6-piece molecular cluster, C18H36O6 overall at a distorted geometry, from OMol25.

The geometry in XYZ format:
```
60
Properties=species:S:1:pos:R:3
C -2.5827 24.0565 -7.3705
C -1.3428 24.9334 -7.4709
O -0.2784 24.5908 -8.0265
C -1.4556 26.3258 -6.7609
H -3.5320 24.5742 -7.5083
H -2.6864 23.6874 -6.3502
H -2.4223 23.3319 -8.1688
H -1.9708 26.9752 -7.4687
H -0.5036 26.7314 -6.4184
H -2.1184 26.1721 -5.9093
C -5.8428 21.9852 -6.5302
C -6.9634 23.0889 -6.7085
O -7.6127 23.1010 -7.7226
C -7.2410 24.0900 -5.6816
H -5.7059 21.3686 -7.4185
H -5.9272 21.4303 -5.5959
H -4.8973 22.5196 -6.4384
H -8.2400 24.4534 -5.9228
H -6.4715 24.8610 -5.6442
H -7.3696 23.6894 -4.6760
C -7.9674 27.3347 -4.7806
C -6.7167 28.0576 -5.1954
O -5.6191 27.4568 -5.0216
C -6.8183 29.3930 -5.9004
H -8.7071 28.0496 -4.4200
H -7.5454 26.6626 -4.0334
H -8.4274 26.8466 -5.6399
H -6.0794 29.4198 -6.7013
H -6.5599 30.2904 -5.3384
H -7.8138 29.6373 -6.2710
C -6.7179 19.3696 -2.5166
C -6.0137 19.3601 -1.2190
O -4.8061 19.5409 -1.1980
C -6.8212 19.1801 0.0536
H -7.4964 20.1324 -2.5295
H -7.1496 18.4032 -2.7770
H -6.0091 19.5549 -3.3237
H -6.1043 19.2633 0.8704
H -7.2898 18.1960 0.0587
H -7.5494 19.9809 0.1825
C -3.6589 22.5276 -2.9748
C -4.9511 23.2542 -2.5873
O -6.0003 22.6433 -2.4269
C -4.9115 24.7715 -2.3566
H -3.2527 22.7551 -3.9605
H -3.9596 21.4854 -3.0812
H -2.8813 22.7563 -2.2460
H -4.3389 24.9502 -1.4465
H -5.8531 25.1971 -2.0096
H -4.5486 25.3342 -3.2167
C -9.9348 17.9099 -6.8469
C -9.3776 19.2772 -6.4183
O -8.3896 19.3522 -5.6984
C -10.1334 20.5014 -6.7393
H -10.9914 18.0655 -7.0647
H -9.7521 17.0445 -6.2099
H -9.4728 17.6778 -7.8065
H -10.6291 20.9293 -5.8678
H -10.7986 20.3148 -7.5823
H -9.3792 21.1405 -7.1983
```

**Gap between HOMO and LUMO (alpha / beta)**: 1.821 / 6.771 eV
**Multiplicity**: 2
**Lowest unoccupied orbital energy (alpha / beta)**: 0.087 / 0.086 Ha
**Net charge**: -1
**Maximum force**: 3.1 eV/Å
**Energy above the lowest of the compared OMol25 structures with the same formula, charge and spin**: 0.000 eV

=====

3.
The following is a quantum chemistry calculation of a 7-piece molecular cluster, C7H29NO6 overall at a distorted geometry, from OMol25.

The geometry in XYZ format:
```
43
Properties=species:S:1:pos:R:3
C 1.1177 -1.9539 1.3802
N 0.6172 -1.1145 0.3186
C 1.6765 -0.8221 -0.8474
C 1.2699 0.4032 -1.6363
C 1.7644 1.6654 -0.8994
C 1.6164 0.4741 -3.1422
C 1.2419 -1.1543 2.7420
C 1.7103 0.2280 2.7037
H 2.1849 -2.3507 1.3013
H 0.4584 -2.7263 1.4770
H 0.4195 -0.0787 0.5151
H 1.4960 -1.7335 -1.5564
H 2.6692 -0.8077 -0.5127
H 0.2035 0.3714 -1.5398
H 1.6638 1.6629 0.3207
H 1.1309 2.5391 -1.2242
H 2.8384 1.7194 -1.0630
H 1.2590 -0.5542 -3.6023
H 0.7647 1.1103 -3.6995
H 2.5089 0.7922 -3.4290
H 1.9962 -1.7533 3.5136
H 0.2336 -1.0758 3.1073
H 2.7933 0.2037 2.6966
H 1.5018 0.8023 3.7007
H 1.1797 0.7036 1.9120
H -2.8596 -0.1784 2.9052
H -2.0207 -1.1770 2.1353
O -2.5081 -1.0982 2.9276
H -1.3604 -1.3187 -1.6900
H -2.5879 -1.9839 -2.4962
O -2.1790 -1.1477 -2.0422
H -0.3853 -3.0165 -0.5659
H -0.7261 -4.3293 0.3737
O -1.1100 -3.6821 -0.2414
H -2.9846 1.3458 0.7912
H -2.1370 2.2876 -0.1361
O -2.0429 1.4516 0.3133
H 2.3754 4.1699 0.9648
H 1.1481 3.3995 0.8312
O 1.4220 4.3863 0.9023
H -2.8233 0.9053 -2.2222
H -2.3057 2.1838 -2.7807
O -2.9994 1.7958 -2.3672
```

**SMILES**: CCCNCC(C)C.O.O.O.O.O.O
**Gap between HOMO and LUMO**: 9.935 eV
**Lowest unoccupied orbital energy**: 0.013 Ha
**Net charge**: 0
**Maximum force**: 8.3 eV/Å
**Energy above the lowest of the compared OMol25 structures with the same formula, charge and spin**: 2.973 eV

=====

4.
The following is a quantum chemistry calculation of C41H35ClGdN2Si2 as an isolated structure at a distorted geometry, from OMol25.

The geometry in XYZ format:
```
82
Properties=species:S:1:pos:R:3
C -1.6231 -1.0025 4.5304
C -2.3156 -0.3666 3.4509
C -2.2357 -1.2257 2.3059
H -2.8155 0.6080 3.4982
C -1.4929 -2.3895 2.6813
C -1.1089 -2.2500 4.0493
H -0.5147 -2.9768 4.6108
H -1.5105 -0.6252 5.5512
H -2.6851 -1.0311 1.3280
H -1.2677 -3.2248 2.0103
Gd 0.1303 -0.4191 2.8255
Si -0.2617 -0.0864 -4.0860
C 0.1291 1.4503 -5.0464
C 1.4408 1.7630 -5.4613
H 2.2723 1.0984 -5.1987
C 1.6917 2.9267 -6.2223
H 2.7215 3.1643 -6.5488
C 0.6301 3.7756 -6.5825
H 0.8159 4.6674 -7.1924
C -0.6778 3.4736 -6.1532
H -1.5231 4.1275 -6.4290
C -0.9123 2.3396 -5.3747
H -1.9231 2.1120 -5.0268
C 0.4133 -1.5928 -4.9605
C -0.0215 -1.7692 -6.2916
H -0.7306 -1.0588 -6.7213
C 0.4315 -2.8542 -7.0492
H 0.0967 -2.9804 -8.0815
C 1.3274 -3.7725 -6.4854
H 1.6923 -4.6137 -7.0791
C 1.7332 -3.6262 -5.1497
H 2.4322 -4.3429 -4.7023
C 1.2652 -2.5466 -4.3770
H 1.5483 -2.4328 -3.3206
H -1.7351 -0.2577 -4.1036
Si 0.3541 0.1101 -1.6581
C -0.5907 -1.4393 -1.1865
C -1.9482 -1.5691 -1.5385
H -2.5357 -0.7157 -1.8870
C -2.5898 -2.8176 -1.4877
H -3.6396 -2.8973 -1.7898
C -1.8656 -3.9496 -1.1236
H -2.3137 -4.9437 -1.1983
C -0.5400 -3.8113 -0.6882
H 0.0496 -4.6766 -0.3848
C 0.0850 -2.5640 -0.6879
H 1.1083 -2.4668 -0.3312
C -0.7508 1.6015 -1.3637
C -1.9540 1.4517 -0.6477
H -2.1745 0.5358 -0.0871
C -2.9383 2.4460 -0.6964
H -3.9379 2.2265 -0.2941
C -2.6658 3.6886 -1.2927
H -3.4284 4.4897 -1.2792
C -1.4054 3.8977 -1.8720
H -1.1709 4.8811 -2.2918
C -0.4674 2.8552 -1.9295
H 0.4837 3.0438 -2.4281
H 1.7279 0.0190 -2.1531
Cl 1.3425 0.2996 0.5475
C 3.2426 -2.4317 5.7003
C 2.3775 -2.1493 4.6410
N 1.7190 -0.9685 4.5422
C 1.8503 -0.0364 5.5339
C 2.6824 -0.2842 6.6638
C 3.3934 -1.5053 6.7200
C 2.7533 0.7374 7.6579
C 2.0443 1.9099 7.5681
C 1.1931 2.1967 6.4588
C 0.4424 3.3921 6.3294
C -0.3650 3.5785 5.2125
C -0.4348 2.5707 4.2427
N 0.3013 1.4287 4.3332
C 1.1085 1.2175 5.4227
H 3.7709 -3.3826 5.7138
H 2.2179 -2.8691 3.8420
H 4.0548 -1.7091 7.5667
H 3.4134 0.5650 8.5066
H 2.1368 2.6667 8.3471
H 0.4945 4.1627 7.1091
H -0.9658 4.4817 5.0741
H -1.0820 2.6727 3.3656
```

**Gap between HOMO and LUMO (alpha / beta)**: 3.479 / 4.323 eV
**Multiplicity**: 8
**Lowest unoccupied orbital energy (alpha / beta)**: -0.186 / -0.161 Ha
**Net charge**: +1
**Maximum force**: 3.3 eV/Å
**Energy above the lowest of the compared OMol25 structures with the same formula, charge and spin**: 1.052 eV

=====

The lowest maximum force belongs to which entry?
C15H27N2O4P2Sr